A 11-piece molecular cluster, C52H137N11O15 overall. Source: OMol25; level of theory: wB97M-V/def2-TZVPD.

Calculated values
LUMO level   0.159 eV
HOMO energy   -8.36 eV
SMILES   COC[C@H](C)N.COC[C@H](C)N.COC[C@H](C)N.COC[C@H](C)N.COC[C@H](C)N.COC[C@H](C)N.COC[C@H](C)N.COCCNCCOC.COCCNCCOC.COCCNCCOC.COCCNCCOC
ΔE to the lowest compared entry with this formula, charge and spin   243.1 kcal/mol

Each line ends with the Mulliken charge.
Positions of all 215 atoms, in Å:
C: 5.813 6.374 3.577  -0.817
O: 5.634 4.918 3.495  -0.283
C: 5.344 4.201 4.686  -0.713
C: 4.698 2.817 4.421  0.418
C: 4.631 1.852 5.596  -1.167
N: 5.497 2.093 3.496  -0.778
H: 6.567 6.727 4.281  0.302
H: 4.830 6.824 3.719  0.333
H: 6.039 6.913 2.657  0.268
H: 6.238 4.248 5.308  0.367
H: 4.731 4.762 5.392  0.359
H: 3.729 2.790 3.922  0.185
H: 3.769 1.196 5.474  0.332
H: 4.196 2.260 6.509  0.327
H: 5.527 1.296 5.872  0.300
H: 5.691 2.742 2.747  0.275
H: 6.382 1.971 3.968  0.284
C: 7.337 -8.142 6.323  -0.731
O: 8.534 -7.518 5.803  -0.342
C: 8.361 -6.060 5.616  -0.813
C: 8.023 -5.748 4.135  0.428
C: 6.632 -6.098 3.698  -1.416
N: 9.006 -6.466 3.284  -0.725
H: 6.394 -7.830 5.874  0.243
H: 7.085 -7.833 7.337  0.326
H: 7.438 -9.213 6.500  0.299
H: 7.770 -5.552 6.377  0.409
H: 9.357 -5.661 5.810  0.344
H: 8.236 -4.681 4.072  0.378
H: 6.279 -7.129 3.728  0.317
H: 6.392 -5.551 2.786  0.321
H: 6.023 -5.657 4.488  0.357
H: 9.955 -6.377 3.620  0.268
H: 8.713 -7.401 3.527  0.340
C: -5.655 -6.239 -3.495  -0.688
O: -6.507 -6.121 -2.388  -0.357
C: -7.620 -5.279 -2.605  -0.831
C: -7.381 -3.820 -3.077  0.526
C: -6.443 -2.949 -2.201  -1.253
N: -8.685 -3.148 -3.063  -0.723
H: -6.268 -6.763 -4.229  0.313
H: -4.760 -6.832 -3.301  0.254
H: -5.229 -5.319 -3.894  0.248
H: -8.295 -5.804 -3.281  0.408
H: -8.155 -5.297 -1.656  0.304
H: -6.917 -3.593 -4.037  0.238
H: -6.056 -2.114 -2.784  0.300
H: -5.753 -3.562 -1.620  0.335
H: -6.903 -2.377 -1.395  0.373
H: -8.843 -2.972 -2.081  0.291
H: -9.425 -3.780 -3.333  0.263
C: -0.444 -0.696 -4.671  -0.743
O: 0.739 -0.524 -3.836  -0.288
C: 0.703 -1.121 -2.551  -0.745
C: 2.019 -0.766 -1.723  0.617
C: 2.142 -1.550 -0.420  -1.423
N: 2.061 0.637 -1.426  -0.793
H: -0.826 -1.717 -4.674  0.293
H: -0.128 -0.408 -5.673  0.242
H: -1.287 -0.059 -4.406  0.292
H: -0.170 -0.908 -1.934  0.357
H: 0.583 -2.175 -2.801  0.359
H: 2.901 -0.999 -2.319  0.252
H: 2.264 -2.580 -0.754  0.337
H: 1.411 -1.365 0.367  0.340
H: 3.072 -1.367 0.118  0.382
H: 2.046 1.170 -2.284  0.266
H: 2.990 0.924 -1.156  0.257
C: -3.911 4.062 -8.672  -0.870
O: -4.261 3.633 -7.259  -0.357
C: -5.528 3.069 -7.155  -0.767
C: -6.009 2.963 -5.669  0.583
C: -7.353 2.314 -5.394  -1.529
N: -6.205 4.379 -5.288  -0.828
H: -3.564 3.355 -9.425  0.333
H: -3.132 4.824 -8.669  0.325
H: -4.578 4.814 -9.093  0.345
H: -6.215 3.724 -7.692  0.346
H: -5.461 2.149 -7.735  0.386
H: -5.256 2.631 -4.954  0.433
H: -8.206 2.956 -5.614  0.385
H: -7.471 2.080 -4.336  0.343
H: -7.557 1.427 -5.993  0.339
H: -5.913 4.413 -4.322  0.269
H: -5.295 4.626 -5.651  0.263
C: 3.339 6.864 -3.733  -0.850
O: 4.086 5.701 -3.221  -0.280
C: 5.504 5.844 -3.357  -0.774
C: 6.182 4.601 -2.897  0.502
C: 5.826 3.309 -3.761  -1.429
N: 5.819 4.393 -1.507  -0.711
H: 3.630 7.755 -3.177  0.322
H: 2.278 6.871 -3.481  0.274
H: 3.326 6.998 -4.815  0.305
H: 5.763 6.206 -4.352  0.411
H: 5.796 6.641 -2.673  0.362
H: 7.247 4.830 -2.928  0.323
H: 6.297 3.293 -4.744  0.366
H: 4.775 3.203 -4.030  0.287
H: 5.965 2.373 -3.219  0.386
H: 4.811 4.423 -1.446  0.278
H: 6.041 5.164 -0.893  0.229
C: 2.919 -6.653 -3.314  -0.862
O: 3.899 -5.696 -3.197  -0.199
C: 5.193 -6.127 -2.644  -0.874
C: 6.300 -5.079 -2.758  0.781
C: 6.225 -4.272 -4.044  -1.447
N: 7.627 -5.697 -2.579  -0.789
H: 1.951 -6.217 -3.562  0.243
H: 2.647 -7.268 -2.457  0.324
H: 3.170 -7.329 -4.131  0.337
H: 5.117 -6.582 -1.656  0.379
H: 5.379 -7.015 -3.247  0.411
H: 6.189 -4.273 -2.033  0.146
H: 5.387 -3.577 -4.009  0.272
H: 6.191 -4.886 -4.944  0.321
H: 7.108 -3.638 -4.119  0.419
H: 7.561 -6.082 -1.648  0.259
H: 8.369 -5.018 -2.497  0.277
C: -2.905 4.038 -0.196  -0.766
O: -4.076 4.600 0.272  -0.363
C: -5.013 3.730 0.808  -0.349
C: -6.290 4.464 1.374  -0.898
N: -6.029 5.798 1.957  -0.457
C: -5.224 5.658 3.157  -0.467
C: -5.522 6.886 4.253  -0.527
O: -5.249 6.340 5.529  -0.282
C: -5.130 7.353 6.644  -0.776
H: -2.327 3.701 0.665  0.326
H: -2.220 4.774 -0.619  0.261
H: -3.065 3.253 -0.934  0.277
H: -4.610 3.272 1.711  0.277
H: -5.277 2.923 0.125  0.502
H: -6.873 3.919 2.115  0.392
H: -6.975 4.521 0.528  0.340
H: -5.431 6.166 1.231  0.375
H: -4.203 5.736 2.784  0.280
H: -5.158 4.695 3.664  0.357
H: -6.584 7.131 4.239  0.298
H: -4.794 7.689 4.136  0.318
H: -5.965 8.038 6.787  0.309
H: -4.251 7.962 6.433  0.303
H: -5.133 6.894 7.632  0.263
C: -0.506 2.710 6.329  -0.667
O: 0.087 3.685 7.167  -0.279
C: 0.564 4.902 6.544  -0.540
C: 0.883 5.949 7.641  -0.667
N: 1.906 5.396 8.614  -0.352
C: 1.834 6.010 9.943  -0.668
C: 2.703 5.184 10.964  -0.706
O: 2.107 3.997 11.190  -0.262
C: 2.593 3.293 12.243  -0.794
H: -0.911 1.978 7.027  0.228
H: 0.191 2.282 5.609  0.249
H: -1.317 3.139 5.739  0.257
H: -0.252 5.362 5.986  0.392
H: 1.236 4.745 5.701  0.355
H: -0.031 6.120 8.210  0.347
H: 1.151 6.891 7.163  0.329
H: 1.639 4.422 8.644  0.320
H: 0.829 5.947 10.360  0.356
H: 2.106 7.066 9.932  0.385
H: 2.598 5.774 11.875  0.431
H: 3.780 5.112 10.809  0.429
H: 2.399 2.221 12.260  0.261
H: 2.227 3.649 13.206  0.293
H: 3.682 3.321 12.253  0.313
C: -7.803 1.464 6.433  -0.764
O: -8.554 0.277 6.376  -0.382
C: -7.917 -0.884 6.898  -0.586
C: -6.821 -1.415 5.880  -0.529
N: -7.454 -2.100 4.683  -0.290
C: -6.586 -3.028 3.905  -0.493
C: -5.078 -2.712 3.723  -0.535
O: -4.296 -3.819 3.249  -0.376
C: -2.906 -3.727 3.251  -0.658
H: -7.224 1.534 5.512  0.254
H: -7.056 1.530 7.225  0.359
H: -8.478 2.299 6.620  0.294
H: -8.762 -1.570 6.851  0.281
H: -7.682 -0.795 7.959  0.385
H: -6.174 -2.150 6.358  0.382
H: -6.062 -0.703 5.557  0.322
H: -8.300 -2.565 4.981  0.243
H: -6.900 -3.008 2.862  0.253
H: -6.671 -4.003 4.385  0.331
H: -4.705 -2.443 4.711  0.337
H: -4.835 -1.781 3.211  0.393
H: -2.610 -3.043 4.046  0.296
H: -2.789 -3.275 2.266  0.256
H: -2.378 -4.681 3.239  0.227
C: -2.302 -5.727 -10.798  -0.831
O: -1.069 -5.213 -11.098  -0.305
C: -0.972 -3.791 -10.932  -0.694
C: 0.466 -3.199 -11.247  -0.549
N: 1.448 -3.707 -10.335  -0.291
C: 2.818 -3.285 -10.431  -0.735
C: 3.794 -4.203 -9.697  -0.594
O: 3.690 -5.486 -10.314  -0.323
C: 4.199 -6.511 -9.484  -0.777
H: -2.317 -5.845 -9.715  0.324
H: -2.437 -6.644 -11.372  0.274
H: -3.269 -5.310 -11.078  0.328
H: -1.380 -3.562 -9.948  0.395
H: -1.731 -3.273 -11.518  0.438
H: 0.335 -2.123 -11.133  0.322
H: 0.693 -3.522 -12.263  0.355
H: 1.520 -4.713 -10.275  0.237
H: 2.937 -2.243 -10.135  0.378
H: 3.111 -3.310 -11.481  0.342
H: 3.411 -4.231 -8.677  0.317
H: 4.802 -3.797 -9.612  0.503
H: 5.210 -6.368 -9.103  0.316
H: 4.261 -7.368 -10.154  0.261
H: 3.592 -6.743 -8.609  0.309